No. 1
This record from the Open Molecules 2025 dataset describes C20H26FeN7O as an isolated structure. The level of theory is ωB97M-V with the def2-TZVPD basis set.

Geometry as ORCA input:
```
! RIJCOSX wB97M-V def2-TZVPD def2/J DEFGRID3
* xyz 1 5
Fe -11.15831 5.82776 9.50847
C -9.40378 7.69016 13.02640
C -9.80113 6.71183 11.92106
N -10.21305 7.13221 10.78329
N -10.28977 8.47144 10.46252
C -10.49224 8.60042 9.14882
O -10.65712 7.62722 8.36657
C -10.55454 9.99334 8.60654
C -10.53514 10.27130 7.22101
C -10.41089 11.59170 6.76619
C -10.38595 12.64978 7.67597
C -10.44105 12.39675 9.03391
C -10.51359 11.07283 9.47887
C -9.77224 5.22706 12.11419
C -9.05604 4.66912 13.15916
C -9.06831 3.30345 13.28073
C -9.72582 2.50463 12.34519
C -10.41914 3.16644 11.36187
N -10.44496 4.49321 11.24377
H -9.74127 8.65738 12.74140
H -9.86776 7.40209 13.97272
H -8.34048 7.70253 13.17207
H -10.55547 9.46324 6.52891
H -10.32161 11.84431 5.71044
H -10.22211 13.67160 7.30846
H -10.42613 13.22742 9.74804
H -10.48630 10.89416 10.55656
H -8.51967 5.30899 13.85912
H -8.54643 2.79530 14.07360
H -9.76654 1.45025 12.41002
H -10.97847 2.57946 10.62804
N -12.47743 4.20490 8.90889
C -11.97644 4.12370 7.52857
C -10.48206 3.81693 7.56196
N -9.81726 5.02610 8.04750
H -12.46851 3.26439 9.28673
H -13.45772 4.50625 8.91023
H -12.13673 5.11422 7.08203
H -12.51441 3.42059 6.88016
H -10.13222 3.49044 6.57156
H -10.30538 2.99722 8.27611
H -9.82179 5.80190 7.39001
H -8.88070 4.83448 8.35136
C -13.79741 6.43814 12.11206
C -13.86666 7.06257 10.75730
N -12.97876 7.00343 9.78890
C -13.49034 7.71831 8.70548
C -14.72117 8.19291 9.03060
N -14.92843 7.78310 10.32553
H -12.95482 5.73319 12.12294
H -14.66492 5.81710 12.28355
H -13.65922 7.15163 12.90645
H -12.88608 7.79891 7.83471
H -15.46943 8.69559 8.43659
H -15.69759 8.07485 10.89263
*
```

## Properties
⟨S²⟩: 6.01
Gap between HOMO and LUMO (alpha / beta) in eV: 7.67 / 7.55
E_tot in Ha: -2499.842897
Relative energy (zero: lowest compared OMol25 entry of this formula, charge and spin) in eV: 0.000
F_max in eV/Å: 1.64


No. 2
This record from the Open Molecules 2025 dataset describes CH5N3O2 as an isolated structure. The level of theory is ωB97M-V with the def2-TZVPD basis set.

Geometry as ORCA input:
```
! RIJCOSX wB97M-V def2-TZVPD def2/J DEFGRID3
* xyz 0 1
C -1.04382 -0.78219 0.15713
N 0.17828 1.11377 1.04825
N 0.22907 -0.11498 0.56754
N 1.14653 -0.10676 -0.99341
O 0.99954 -1.08688 -1.61418
O 1.71983 0.90434 -1.20776
H -1.84190 -0.24995 -0.24469
H -0.74336 -1.59570 -0.66778
H -1.52855 -1.11287 1.05252
H -0.18548 1.86849 0.41725
H 1.06986 1.16273 1.48514
*
```

## Properties
Gap between HOMO and LUMO in eV: 10.02
E_tot in Ha: -355.657091
Relative energy (zero: lowest compared OMol25 entry of this formula, charge and spin) in eV: 4.548
F_max in eV/Å: 4.25


No. 3
This record from the Open Molecules 2025 dataset describes a 3-piece molecular cluster, C16H23BNO6 overall. The level of theory is ωB97M-V with the def2-TZVPD basis set.

Geometry as ORCA input:
```
! RIJCOSX wB97M-V def2-TZVPD def2/J DEFGRID3
* xyz -1 1
N -4.38699 -0.25237 3.58676
C -3.01306 -0.73528 3.16444
B -1.94903 0.51393 3.12090
O -0.83603 0.35919 2.13721
C 0.12812 -0.57335 2.56010
O -0.08281 -1.79986 2.29018
C 1.44913 -0.23821 3.37256
C 1.75339 1.13617 4.01502
C 3.07479 1.32070 4.83056
C 4.13214 0.20474 5.05013
C 3.84473 -1.18102 4.35378
C 2.51962 -1.36262 3.54194
H -4.82331 -0.91457 4.24494
H -4.32699 0.67731 4.03968
H -2.73021 -1.58494 3.88114
H -3.14053 -1.15853 2.10008
H -1.55790 0.76317 4.22595
H -2.58066 1.47914 2.76350
H 1.00267 1.99949 3.91968
H 3.31160 2.33968 5.31457
H 5.07817 0.34605 5.67296
H 4.59789 -2.04404 4.46889
H 2.35672 -2.38693 3.06172
O 0.76883 3.96148 -2.69705
C 0.40211 2.99662 -2.07070
O 0.88406 2.65705 -0.84651
C 0.31483 1.40264 -0.44231
C -0.95524 1.26594 -1.24576
C -0.60432 1.97834 -2.53502
H 1.03399 0.60645 -0.66188
H 0.11818 1.41547 0.63118
H -1.26538 0.22930 -1.38749
H -1.77069 1.79570 -0.74336
H -0.12769 1.30774 -3.25264
H -1.47574 2.46080 -2.97763
O -1.52574 0.30009 -6.74696
C -0.87235 -0.49839 -6.12722
O -0.69096 -0.45220 -4.77895
C 0.22440 -1.48205 -4.38760
C 0.16997 -2.50570 -5.49726
C -0.10615 -1.65181 -6.71614
H 1.21960 -1.04060 -4.27728
H -0.08396 -1.90236 -3.42867
H 1.07985 -3.10322 -5.57675
H -0.66870 -3.18918 -5.33046
H 0.81507 -1.27461 -7.16650
H -0.70542 -2.18534 -7.45374
*
```

## Properties
Gap between HOMO and LUMO in eV: 6.98
E_tot in Ha: -1154.464038
F_max in eV/Å: 4.79


No. 4
This record from the Open Molecules 2025 dataset describes C9H10N3O2S as an isolated structure. The level of theory is ωB97M-V with the def2-TZVPD basis set.

Geometry as ORCA input:
```
! RIJCOSX wB97M-V def2-TZVPD def2/J DEFGRID3
* xyz 1 3
C 1.02764 0.59735 2.05216
C 2.51240 -2.43391 0.56629
C 1.55692 -2.69593 -0.45319
C 2.40468 -1.33990 1.37747
C 0.53032 -1.84116 -0.68832
C 1.32474 -0.44515 1.20589
C 0.39792 -0.64775 0.09360
C -1.54794 0.36213 -0.94851
C -0.48393 3.11101 0.56332
N 1.58847 1.06433 3.11264
N -0.05057 2.59184 3.07137
N -0.43206 0.32171 -0.08556
O 0.98147 2.10445 3.64509
O -1.83706 1.21315 1.94625
S -0.51517 1.69474 1.70260
H 3.32609 -3.12911 0.70007
H 1.66255 -3.58647 -1.05293
H 3.10993 -1.14767 2.16873
H -0.17726 -2.02906 -1.48005
H -1.46551 1.23539 -1.59976
H -1.69244 -0.53394 -1.55206
H -2.42379 0.52050 -0.30641
H -1.29141 3.00784 -0.14937
H -0.63300 3.98663 1.18883
H 0.48234 3.14388 0.07373
*
```

## Properties
⟨S²⟩: 2.05
Gap between HOMO and LUMO (alpha / beta) in eV: 7.95 / 7.05
E_tot in Ha: -1061.365941
F_max in eV/Å: 4.59


No. 5
This record from the Open Molecules 2025 dataset describes one molecule with the formula C4H8O2. The level of theory is ωB97M-V with the def2-TZVPD basis set.

Geometry as ORCA input:
```
! RIJCOSX wB97M-V def2-TZVPD def2/J DEFGRID3
* xyz 0 1
O -1.11982 1.79635 -0.24355
C -1.25433 0.39432 -0.52311
C -0.13599 -0.25756 0.30590
O -0.21897 0.24109 1.61751
C 1.21585 -0.28389 -0.39608
C 0.75909 -1.47700 0.38927
H -0.26676 2.08510 -0.60171
H -1.17953 0.24382 -1.60785
H -2.27741 0.16233 -0.21613
H -0.51966 1.15916 1.54513
H 2.02894 0.36190 -0.08083
H 1.14296 -0.43716 -1.47468
H 0.68458 -2.48048 -0.02722
H 1.15659 -1.47317 1.40066
*
```

## Properties
Gap between HOMO and LUMO in eV: 10.29
E_tot in Ha: -307.622860
Relative energy (zero: lowest compared OMol25 entry of this formula, charge and spin) in eV: 2.437
F_max in eV/Å: 0.63